56
Properties=species:S:1:pos:R:3:nbo_charge:R:1 method="wB97M-V/def2-TZVPD" homo_energy_ev=-4.4 max_force_ha_per_bohr=0.028 total_charge=-1 e_tot_ha=-1067.35279 lumo_energy_ev=2.082 orbital_gap_ha=0.2370
B -0.04877 0.62295 0.43578 -0.411
C 0.10778 2.24994 0.21020 -0.644
C -1.16793 3.05572 0.42076 -0.051
O -2.01111 3.11673 -0.76432 -0.563
C -3.32196 2.81528 -0.59358 0.828
O -4.18004 3.57559 -1.02973 -0.616
C -3.69846 1.49872 0.03491 -0.549
C -4.01202 1.59059 1.54060 -0.606
H 0.89387 0.06431 -0.10345 -0.037
H 0.00026 0.31723 1.63551 -0.084
H -1.06634 0.15776 -0.07269 -0.088
H 0.81782 2.65051 0.93538 0.183
H 0.44079 2.45731 -0.80708 0.195
H -0.92046 4.09766 0.63469 0.152
H -1.71538 2.68471 1.27767 0.171
H -4.60420 1.17824 -0.46849 0.211
H -2.92223 0.76164 -0.12440 0.276
H -4.69720 0.80503 1.83355 0.196
H -4.34751 2.57224 1.84682 0.216
H -3.07821 1.40636 2.06339 0.223
C -5.07309 1.74330 4.98049 -0.248
O -4.47767 2.93523 4.48035 -0.715
H -4.49626 0.90712 4.59604 0.197
H -5.04997 1.71726 6.07462 0.152
H -6.10655 1.64134 4.63759 0.160
H -4.98024 3.68208 4.80968 0.457
C -6.04841 -1.75390 1.49484 -0.252
O -6.69578 -1.56726 2.75489 -0.726
H -4.98247 -1.85241 1.67808 0.198
H -6.41154 -2.66002 1.00186 0.156
H -6.21654 -0.89185 0.84507 0.169
H -7.63494 -1.47493 2.58841 0.457
C -1.70136 2.31469 -4.58396 -0.242
O -1.64305 1.76583 -3.28367 -0.723
H -1.61097 1.49442 -5.29530 0.166
H -2.65364 2.82820 -4.76303 0.152
H -0.87907 3.01809 -4.75976 0.151
H -1.72281 2.49270 -2.65009 0.490
C 4.53123 -0.44269 0.58951 -0.247
O 3.50916 0.52842 0.42952 -0.694
H 4.37017 -1.21702 -0.14843 0.203
H 5.52648 -0.00573 0.43107 0.135
H 4.49145 -0.89292 1.58848 0.147
H 3.63657 1.21593 1.08511 0.454
C 6.52200 -3.96341 -0.89930 -0.246
O 5.31836 -3.21336 -1.01674 -0.721
H 7.32204 -3.26756 -0.65718 0.175
H 6.44444 -4.70471 -0.09864 0.159
H 6.76649 -4.46990 -1.83548 0.167
H 4.60877 -3.82247 -1.23040 0.466
C 9.00634 -4.93759 -3.96369 -0.251
O 9.17302 -5.45938 -2.64873 -0.723
H 8.25127 -5.54161 -4.45952 0.184
H 8.66476 -3.89957 -3.93726 0.168
H 9.93692 -4.99753 -4.53473 0.160
H 9.83616 -4.92739 -2.20522 0.462

---

72
Properties=species:S:1:pos:R:3:mulliken_spin:R:1 method="wB97M-V/def2-TZVPD" homo_energy_ev="-6.4 / -6.4" max_force_ha_per_bohr=0.142 total_charge=-1 e_tot_ha=-2290.67577 lumo_energy_ev="2.108 / -3.930" orbital_gap_ha="0.3123 / 0.0904" spin_multiplicity=2
S -0.40029 -0.35815 0.14561 0.001
O -1.46030 0.21688 -0.65223 0.006
O 0.05910 0.72553 1.00502 -0.008
O -0.85823 -1.46691 0.96994 0.029
O 0.62122 -0.84935 -0.77045 0.015
C -3.67899 -2.32177 -1.39846 0.000
O -4.62594 -2.90124 -1.86591 0.000
N -3.36716 -2.30804 -0.11358 0.001
N -2.93732 -1.55320 -2.11689 0.000
H -2.47348 -1.86906 0.05595 -0.001
H -3.92648 -2.76963 0.58942 0.000
H -2.98414 -1.83126 -3.08672 0.000
H -2.18387 -0.93229 -1.85826 0.000
C 0.91293 -2.67763 -3.59653 0.000
O 0.94737 -3.25724 -4.66122 0.000
N 0.20586 -3.07478 -2.55764 0.000
N 1.65207 -1.62709 -3.36358 0.000
H 0.26084 -2.48125 -1.74229 -0.001
H -0.43365 -3.84252 -2.70498 0.000
H 2.23189 -1.35215 -4.14351 0.000
H 1.52489 -1.22772 -2.44465 -0.001
C 0.31715 3.50716 -1.09808 0.000
O 0.61738 4.56591 -1.62480 0.000
N 0.85316 3.04348 -0.00859 0.000
N -0.44281 2.70843 -1.67458 0.000
H 0.77383 2.09257 0.32245 0.001
H 1.38525 3.75483 0.47199 0.000
H -0.75935 2.95548 -2.60133 0.000
H -0.86558 1.91822 -1.20884 0.000
C 1.18276 1.38283 4.09685 -0.006
O 1.63981 1.53795 5.22027 -0.001
N -0.11555 1.25211 3.91079 0.172
N 1.71186 1.33929 2.91969 0.078
H -0.39392 0.93254 2.99402 -0.011
H -0.81764 1.45971 4.60654 -0.009
H 2.65886 1.68418 2.85372 -0.004
H 1.14601 1.21273 2.09271 0.000
C -1.33186 1.18378 -4.40245 0.000
O -2.08026 2.05444 -3.93184 0.000
N -0.93135 0.19908 -3.74604 0.000
N -0.99152 1.13612 -5.67768 0.000
H -1.10982 0.13534 -2.75399 0.000
H -0.21654 -0.38319 -4.15850 0.000
H -0.43845 0.34025 -5.96195 0.000
H -1.41884 1.77285 -6.33500 0.000
C 4.17430 -1.78628 -0.45422 0.000
C 3.40011 -2.14194 0.79337 0.001
O 2.14416 -2.71101 0.42226 0.000
H 4.17095 -2.55117 -1.23078 0.000
H 5.14351 -1.36156 -0.19276 0.000
H 3.67769 -0.92014 -0.89160 0.000
H 3.28964 -1.28686 1.46028 -0.001
H 4.01110 -2.83567 1.37089 -0.001
H 1.53008 -2.02367 0.15377 0.001
C -3.37705 4.58697 2.11510 0.000
C -2.09154 3.88589 1.53274 0.000
O -2.10502 2.45228 1.56755 0.007
H -4.32566 4.31531 1.65203 0.000
H -3.30050 5.64419 1.86108 0.000
H -3.45641 4.44665 3.19311 0.000
H -1.18601 4.19458 2.05508 0.000
H -1.95309 4.32302 0.54388 0.000
H -1.35490 1.99563 1.17976 0.001
C 2.11402 -3.03464 3.97994 0.080
C 1.05633 -1.93852 3.63897 0.007
O -0.13525 -2.52748 3.22587 0.521
H 1.64514 -3.94064 4.36389 0.000
H 2.92230 -2.69195 4.62597 -0.005
H 2.61064 -3.45419 3.10505 0.010
H 1.40394 -1.22306 2.89372 0.004
H 0.90800 -1.42771 4.59038 0.123
H -0.37535 -2.01524 2.45026 -0.007

---

69
Properties=species:S:1:pos:R:3:nbo_charge:R:1 method="wB97M-V/def2-TZVPD" homo_energy_ev=-6.8 max_force_ha_per_bohr=0.388 e_tot_ha=-1699.53487 lumo_energy_ev=-0.661 orbital_gap_ha=0.2248
C 5.92013 2.64615 9.49047 0.738
O 5.65949 1.51289 9.79998 -0.669
N 5.24012 3.73097 9.65019 -0.867
N 7.08586 2.92472 8.97217 -0.808
H 5.62916 4.66166 9.59967 0.477
H 4.39503 3.74298 10.20318 0.288
H 7.63084 2.13914 8.64666 0.357
H 7.24885 3.87459 8.67007 0.406
C 7.79465 4.93295 11.70719 0.846
O 8.87036 4.72331 11.17125 -0.690
N 6.69274 4.76915 11.04080 -1.005
N 7.55680 5.45519 12.84465 -0.874
H 6.86527 4.99214 10.07096 0.397
H 5.84576 5.06642 11.50379 0.497
H 8.36868 5.70791 13.38969 0.383
H 6.58671 5.54629 13.11063 0.416
C 6.14674 2.87021 13.40003 0.768
O 5.47744 2.61831 14.39544 -0.744
N 5.65489 3.37821 12.29699 -0.864
N 7.46686 2.64785 13.34626 -0.862
H 6.27848 3.72924 11.58424 0.419
H 4.66878 3.59550 12.31849 0.362
H 7.97526 2.24111 14.11840 0.396
H 8.01527 2.81996 12.51577 0.390
C 6.87940 6.04025 9.09087 0.793
O 6.59357 4.84720 9.08309 -0.642
N 6.24333 6.84678 9.83617 -0.818
N 7.66621 6.68294 8.25942 -0.770
H 5.60584 6.51994 10.54812 0.478
H 6.65293 7.76999 9.83405 0.390
H 8.08265 6.11579 7.53484 0.427
H 7.60800 7.68961 8.31724 0.402
C 5.26626 6.63466 13.22612 0.794
O 5.46759 5.44640 12.98422 -0.690
N 5.65145 7.30021 14.28079 -0.811
N 4.75425 7.41818 12.34447 -0.860
H 6.06229 6.61885 14.90292 0.411
H 5.60346 8.28565 14.49688 0.391
H 4.44856 8.35555 12.56355 0.393
H 4.41644 6.95851 11.51099 0.406
C 9.18060 2.14491 11.18870 0.718
O 9.29003 0.95500 11.24430 -0.704
N 8.76567 2.75650 10.14644 -0.829
N 9.50143 3.03893 12.03779 -0.878
H 8.69763 3.76332 10.18871 0.390
H 8.52026 2.19887 9.34087 0.349
H 9.80219 2.67316 12.92989 0.351
H 9.30583 4.01851 11.88850 0.402
C 8.11752 4.92343 15.66441 -0.646
C 6.83040 5.38888 14.92725 -0.192
O 5.98821 6.07884 15.79779 -0.699
H 7.89181 4.23859 16.48182 0.222
H 8.77100 5.70048 16.06097 0.200
H 8.68791 4.34633 14.93660 0.217
H 6.45417 4.46343 14.49126 0.262
H 7.07230 6.05269 14.09721 0.215
H 5.43589 5.45355 16.27270 0.520
C 3.75989 7.40727 10.10364 -0.706
C 3.69846 5.85572 10.09968 0.057
C 3.67878 5.36464 8.71058 -0.685
O 4.82709 5.40638 10.88714 -0.843
H 3.69258 7.73541 11.14089 0.246
H 2.88381 7.87229 9.65159 0.247
H 4.57732 7.81895 9.51167 0.235
H 2.80908 5.47935 10.60510 0.214
H 3.67966 4.28164 8.58711 0.280
H 4.38701 5.72770 7.96581 0.212
H 2.72232 5.63196 8.26133 0.233
H 4.58792 4.48045 10.97104 0.561

---

59
Properties=species:S:1:pos:R:3:nbo_charge:R:1 method="wB97M-V/def2-TZVPD" homo_energy_ev=-8.7 max_force_ha_per_bohr=0.153 e_tot_ha=-1153.18852 lumo_energy_ev=-0.079 orbital_gap_ha=0.3166
N -1.77141 -1.72200 -0.37108 -0.822
C -1.26741 -2.87400 -0.71508 0.772
N -2.08941 -3.65600 -1.32508 -0.799
O -0.02241 -3.34100 -0.34708 -0.788
H -1.15541 -1.00100 -0.04108 0.434
H -2.68841 -1.42300 -0.63808 0.388
H -1.72241 -4.53200 -1.72008 0.427
H -3.05141 -3.30300 -1.64708 0.389
C 0.94459 5.30300 -0.25108 -0.632
C -0.36441 4.49900 0.18592 -0.070
O -0.45041 3.54900 -0.86708 -0.750
H 1.81559 4.69000 -0.42308 0.218
H 1.18859 6.11300 0.46292 0.211
H 0.75459 5.84000 -1.20108 0.202
H -1.31041 5.05900 0.25192 0.173
H -0.23641 4.05300 1.17192 0.189
H -0.80341 4.00300 -1.63008 0.480
C -0.18341 -0.47200 1.86292 -0.666
C -0.41441 0.96500 1.30392 -0.062
O -0.25041 0.87400 -0.08908 -0.786
H 0.17359 -0.52200 2.89492 0.221
H 0.39159 -1.18400 1.33692 0.251
H -1.17641 -0.93800 1.87892 0.206
H 0.28459 1.67100 1.79592 0.164
H -1.45041 1.25300 1.54392 0.157
H -0.31841 1.75800 -0.50408 0.517
C 0.89159 -5.25000 2.28792 -0.626
C 2.07159 -4.29500 2.13192 -0.062
O 3.01359 -4.93800 1.28692 -0.724
H 1.21659 -6.14800 2.79092 0.201
H 0.55459 -5.47300 1.25492 0.230
H 0.07959 -4.79300 2.89492 0.200
H 2.52659 -4.08100 3.13892 0.141
H 1.71159 -3.35200 1.66792 0.168
H 3.78559 -4.33400 1.24392 0.471
C 3.17359 1.90000 0.69392 -0.249
O 3.72359 1.53900 -0.53108 -0.712
H 3.04259 1.00000 1.33292 0.180
H 2.22459 2.32100 0.42192 0.161
H 3.90659 2.54400 1.25392 0.160
H 3.43259 2.21700 -1.14008 0.460
C 2.39859 -1.33100 -0.42108 -0.254
O 2.56159 -2.61600 -0.92308 -0.754
H 1.49059 -0.83400 -0.78808 0.163
H 3.15959 -0.76400 -0.96108 0.195
H 2.55259 -1.26300 0.63692 0.135
H 1.81759 -3.20000 -0.71708 0.504
C -1.81641 -0.26900 -3.23708 -0.231
O -0.50341 -0.12200 -2.75808 -0.745
H -2.27941 0.67500 -3.27608 0.160
H -2.35041 -0.97500 -2.57708 0.133
H -1.86241 -0.62800 -4.26508 0.179
H -0.48541 0.08800 -1.80608 0.490
C -4.32141 2.93300 -0.11608 -0.251
O -3.98141 2.56100 -1.43508 -0.716
H -5.06041 3.76900 -0.01008 0.167
H -3.40041 3.12700 0.40792 0.159
H -4.70241 2.06100 0.40092 0.182
H -3.39841 3.26900 -1.80408 0.460